C31H46N5O12S | ωB97M-V with the def2-TZVPD basis set

Its charge is +1. The calculation puts the HOMO energy at -11.44 eV. The calculation puts the HOMO-LUMO gap at 6.99 eV.

```
95
C31H46N5O12S, DFT ωB97M-V with the def2-TZVPD basis set
S 5.3006 -1.4419 1.9812
O 0.4298 3.4851 -2.9596
O -2.5892 -5.2487 -4.4126
O -2.8332 1.5452 -7.5995
O 2.3334 -3.6805 8.2912
O -3.1917 -1.4871 0.6041
O -3.5833 -5.6188 -6.4388
O 2.8515 7.5343 -1.3783
O 0.0611 4.6833 -1.0467
O -1.8391 1.9153 -5.5733
O 4.2503 7.5294 -3.1877
O -2.0022 -4.0921 -0.4109
O 3.0515 -4.2327 10.3912
N 0.0342 -1.9347 0.9636
N 3.6156 -1.9267 2.0024
N 2.5527 -1.5097 1.2032
N -1.0697 -2.6183 1.4471
N 1.4643 -3.1317 2.7580
C 0.2577 4.6388 -2.2499
C -2.7440 1.3192 -6.4040
C 0.3917 5.8272 -3.1531
C 2.9577 -2.8921 2.9637
C -0.6445 -5.3040 1.3758
C 1.2442 -2.1698 1.5885
C 1.1784 -3.0391 7.7526
C -4.3182 -6.8393 -4.4831
C -3.3266 0.7401 -4.2146
C 4.3037 9.3672 -1.6148
C 0.0349 -0.9088 -0.1568
C 2.5525 8.4579 -0.3327
C -3.5681 0.3247 -5.6438
C -3.4940 -5.8448 -5.2433
C -4.0767 -6.4239 -3.0539
C -2.3017 -1.7510 1.5634
C 3.7797 9.3214 -0.2017
C 2.1902 -3.7994 9.6438
C 3.8396 8.0527 -2.1651
C 0.8505 -3.2803 10.0703
C -2.5609 -0.9910 3.0257
C 0.0375 0.5832 0.5968
C 0.0892 -3.2622 8.7689
C 0.7633 1.7552 -0.2953
C -1.3239 -3.9218 0.7261
C -1.9447 1.3366 -4.2734
C 3.6093 -3.7640 4.2311
C 0.7449 3.8102 -4.3126
C 0.2231 5.2083 -4.5176
C -2.6948 -5.8274 -3.1127
C 3.9410 -4.1218 5.5724
H 4.5137 8.8271 0.4462
H -0.3780 -4.2406 8.6032
H -1.4894 -6.1410 1.3766
H -1.0645 0.9587 0.8376
H 3.5688 10.3082 0.2190
H -3.1894 -0.6813 -5.8447
H -3.5745 -0.4079 2.9716
H 4.0998 -4.3746 6.7282
H 0.3833 -3.9466 10.7991
H 0.9028 2.7031 0.4097
H 0.9291 -3.4814 6.7837
H 2.3370 7.9124 0.5907
H -4.1604 -7.2466 -2.3389
H -3.9395 -7.8453 -4.6839
H 3.8483 10.1770 -2.1916
H 0.2657 3.0931 -4.9854
H -4.6246 0.4017 -5.9109
H -0.8424 5.1725 -4.7754
H -1.8014 2.1097 -3.5129
H 5.2475 -0.0448 2.2749
H 1.8339 1.4314 -0.6403
H 0.9718 -2.2757 10.4848
H -0.3858 6.5670 -2.9493
H 1.3860 6.2637 -3.0243
H -1.6175 -0.2801 3.1858
H 1.8304 3.7484 -4.4430
H -4.0519 1.5117 -3.9290
H -0.3194 -5.1729 2.4930
H 0.1113 2.1369 -1.2114
H -0.9444 -0.9150 -0.8142
H 0.9569 -1.0074 -0.8944
H -2.5179 -1.8316 3.8390
H 0.5980 0.5459 1.6410
H -5.3746 -6.7623 -4.7502
H 0.7442 5.7502 -5.3113
H -1.9105 -6.5836 -3.0022
H 1.4030 -1.9768 7.6105
H 5.3934 9.4411 -1.6364
H 2.7646 -0.8027 0.4472
H -3.4103 -0.0826 -3.4997
H 0.2223 -5.7372 0.6924
H -1.1605 0.5804 -4.1629
H -4.8020 -5.6523 -2.7683
H 1.6668 9.0348 -0.6189
H -2.5514 -5.0543 -2.3521
H -0.6962 -2.5027 8.7320
```

C31H46P2Rh | ωB97M-V with the def2-TZVPD basis set

Its charge is +1. The calculation puts the HOMO energy (spin up / spin down) at -7.99 / -10.38 eV. The calculation puts the HOMO-LUMO gap (spin up / spin down) at 6.25 / 5.28 eV. For the energy above the lowest of the compared OMol25 structures with the same formula, charge and spin, the calculation gives 0.0 kJ/mol. Its spin multiplicity is 5.

```
80
C31H46P2Rh, DFT ωB97M-V with the def2-TZVPD basis set
Rh -0.0220 0.0407 -0.3294
P 1.3819 1.0367 -1.8530
P -1.3269 0.4869 -2.1566
C -0.0126 1.4865 -2.9946
C 2.8201 -1.2932 0.8703
C 2.4309 -0.1747 -2.6832
C -2.2162 -2.3171 0.3155
C 0.5500 2.5696 -6.5796
C -1.5851 -1.0194 -3.1115
C -0.8964 2.2717 -7.0621
C -1.0587 -0.7851 -7.2856
C 0.1264 4.2620 2.6863
C 2.2809 2.4941 -1.3270
C 0.6068 -0.4428 1.9641
C -1.7107 1.3844 -6.1677
C -2.2680 3.8927 2.3625
C 1.3405 -1.2591 1.0344
C 0.7099 -3.1763 -0.6293
C -1.8274 0.0565 -6.3098
C 0.3894 -2.0871 0.3290
C 1.3074 1.4032 -6.0066
C 1.2125 0.1351 -6.4256
C -0.6601 2.6499 1.0061
C -1.8683 -0.0585 2.5789
C -0.1574 5.1646 3.7073
C -0.4540 1.8084 0.1130
C -0.9357 -1.7193 0.7803
C -2.5423 4.7970 3.3832
C 1.1583 0.5422 2.9298
C -0.9296 3.6105 2.0056
C 0.4001 -0.3382 -7.5939
C -0.7846 -0.7197 1.8080
C -2.8092 1.4700 -1.9742
C -1.4891 5.4506 4.0362
H 1.9905 -1.1784 -2.6024
H -2.6627 2.1496 -1.1228
H 0.8770 -4.1235 -0.0958
H 0.9405 0.2173 3.9576
H 0.5057 3.3646 -5.8209
H -0.1153 -3.3269 -1.3319
H -0.2352 2.5626 -2.9348
H -3.0771 3.3846 1.8281
H 1.1600 4.0408 2.3996
H 1.6191 -2.9446 -1.1940
H -2.5082 -3.1450 0.9737
H -3.0025 2.0447 -2.8918
H 1.8197 -0.6458 -5.9470
H 2.0275 1.6672 -5.2198
H -2.6156 -0.4827 -5.7685
H -2.1164 -2.7074 -0.7003
H -0.8544 1.8810 -8.0875
H -0.8017 -1.7600 -2.9040
H 3.0943 -1.6824 -0.1142
H 0.6606 5.6401 4.2520
H -3.0171 -1.5717 0.3316
H 1.6977 3.0032 -0.5459
H -1.4186 3.2394 -7.1265
H -2.5605 -1.4463 -2.8342
H 3.2483 -0.2918 0.9840
H 2.2429 0.6382 2.8199
H 0.9151 -1.2190 -8.0099
H -2.8456 -0.4601 2.2974
H 3.2725 -1.9414 1.6323
H -1.7068 6.1792 4.8176
H 3.2482 2.1773 -0.9096
H -1.8724 1.0242 2.4079
H 3.4072 -0.1822 -2.1743
H -3.5774 4.9850 3.6724
H 1.1078 3.0127 -7.4229
H 0.7065 1.5330 2.7931
H -2.3064 1.9112 -5.4110
H 2.4438 3.1683 -2.1808
H 0.1532 1.1833 -4.0326
H -1.5837 -0.7893 -4.1795
H 0.3756 0.4064 -8.4010
H -1.6056 -0.8410 -8.2422
H 2.5661 0.0832 -3.7407
H -1.0311 -1.8194 -6.9129
H -1.7134 -0.2223 3.6534
H -3.6542 0.7974 -1.7666
```

C31H47Al2BBrClF7IKNNaO12S | ωB97M-V with the def2-TZVPD basis set

Its charge is +3. The calculation puts the HOMO energy at -13.09 eV. The calculation puts the HOMO-LUMO gap at 1.19 eV.

```
107
C31H47Al2BBrClF7IKNNaO12S, DFT ωB97M-V with the def2-TZVPD basis set
I -0.2656 5.2934 2.1795
Br 7.8335 2.7032 2.6469
K -5.2529 4.3451 2.0331
Cl -2.1963 4.5172 3.8822
S -8.4049 -3.7273 -1.8299
Al -4.5623 4.6431 -0.8067
Al -7.6757 -6.1597 2.4262
Na 0.6845 -3.6058 -1.4968
F 9.8763 1.8734 6.9821
F 1.5263 0.8473 -2.7156
F 9.5283 0.3848 5.2184
F 1.0286 2.4509 -4.2086
F 8.3186 2.3788 5.3180
F -0.4168 2.1319 -2.5093
F 10.6005 2.4262 4.8311
O -4.1469 -4.6225 2.3307
O -5.8963 0.5087 -4.3919
O 9.1723 1.1807 1.9585
O 7.7938 0.7791 0.0627
O -8.2643 -4.7156 -0.7525
O -1.3686 1.1382 2.9112
O -7.2225 -2.8516 -1.8681
O -7.2000 1.8091 -5.7163
O 2.9277 1.2195 0.2265
O -8.5401 -4.4131 -3.1236
O -5.2122 2.5176 -5.2057
O -9.6043 -2.9065 -1.6030
N -5.2607 -6.2282 1.2289
C 4.1873 -1.9000 -0.0135
C -8.2273 0.8182 -5.6307
C -6.3970 -6.8546 0.5699
C 1.7988 3.2649 -2.0704
C -0.7262 1.0915 1.8503
C -2.3153 5.7040 -0.2584
C 8.7799 1.5021 0.7375
C -6.0874 1.5080 -5.0399
C 7.6873 -0.5805 0.6284
C 1.4806 -1.7215 -0.1146
C 0.9763 -0.3411 0.4984
C -1.1131 -1.6259 1.6409
C -6.4287 -4.1320 1.8246
C 0.9206 -2.0715 3.3537
C -1.7774 -2.3202 0.3219
C 0.8153 2.3903 0.2647
C -1.3590 3.6547 1.1900
C 2.8735 -1.6308 -0.9312
C -0.3601 2.4294 1.0367
C 1.6927 1.0476 0.3101
C 0.9557 2.1491 -2.8180
C -0.3753 -2.6853 2.6004
C 9.4823 2.7513 0.0476
C 6.8331 -1.5187 -0.3739
C -0.2266 -0.3321 1.2864
C -3.9742 2.3253 -4.5347
C 10.0085 3.8516 0.7862
C 1.2763 3.6316 -0.6049
C -5.1897 -4.9956 1.8233
C 5.3595 -0.8911 -0.4713
C -2.1029 4.0905 -0.1616
B 9.5855 1.7636 5.5942
H -4.3895 -6.7419 1.2701
H -6.2147 -3.1906 2.3304
H -1.3073 6.1846 -0.5265
H 5.3078 0.0330 0.2071
H 1.5720 -2.5483 0.6643
H 1.8162 -1.9462 2.6601
H 1.6899 4.2201 -2.7015
H 8.7040 -1.0334 0.8750
H 0.6727 -2.0834 -0.8755
H -8.5501 0.6860 -4.5962
H -4.1295 2.2507 -3.4529
H -3.1373 3.5875 -0.3174
H 2.9145 3.0127 -2.1181
H -1.0904 -2.9788 3.4510
H 0.5112 4.4612 -0.7051
H -2.7668 -2.8475 0.5701
H 9.7548 4.0516 1.8740
H -3.4633 1.4379 -4.9127
H -6.6149 -7.7961 1.0838
H -2.7524 6.1538 0.6905
H -1.4691 3.8190 -1.0652
H 2.9119 -2.4224 -1.7690
H -7.2870 -6.2165 0.5786
H 7.0429 -0.4894 1.5761
H 6.8697 -2.6072 -0.0547
H 0.6295 -1.0921 3.8811
H -6.7347 -3.9124 0.7976
H -3.0104 5.9818 -1.1491
H -7.2383 -4.6298 2.3640
H -1.1013 -3.1417 -0.1103
H 4.5204 -2.9750 -0.1894
H 3.8854 -1.6842 1.0647
H 3.0515 -0.6300 -1.4395
H 2.1714 4.0977 -0.0508
H 1.2648 -2.7650 4.2040
H -7.8853 -0.1286 -6.0525
H 10.7293 4.5626 0.2536
H -2.1705 3.3499 1.9342
H -3.3464 3.1948 -4.7346
H -9.0770 1.1696 -6.2154
H -0.1319 -3.6713 2.0648
H 9.6032 2.7665 -1.0849
H 5.2250 -0.5094 -1.5405
H -6.1162 -7.0677 -0.4631
H 7.2956 -1.4795 -1.4254
H -1.9961 -1.4883 -0.4308
H -2.0161 -1.2346 2.2357
```

Record order is preserved below.
Max |F|: 10.13 3.87 4.43 eV Å⁻¹